# C3H7NOS

A cluster of 2 separate species, C3H7NOS in total at a distorted geometry (ωB97M-V/def2-TZVPD, OMol25).

```
13
Properties=species:S:1:pos:R:3:forces:R:3
C 0.33033 -1.43117 0.25838 1.64 0.09 -0.52
C 0.35614 -0.27070 -0.71149 -0.68 -1.91 -1.04
N 1.13862 0.69561 -0.94376 -0.67 0.24 -0.83
O 2.17386 0.97146 -0.02635 -1.09 -1.24 0.58
H 0.59676 -1.19497 1.26980 0.07 0.18 0.56
H 1.06118 -2.22692 -0.09422 -0.96 0.87 0.26
H -0.68040 -1.76627 0.17956 -0.48 -0.73 0.42
H -0.47221 -0.58251 -1.48118 1.80 1.82 0.79
H 2.84969 1.24286 -0.63319 0.63 0.54 -0.33
C -1.71810 1.20682 0.52396 0.58 0.83 1.91
S -2.86823 0.13747 0.36841 -0.97 -0.98 -0.17
H -1.15451 1.24220 1.52799 -0.44 0.27 -1.89
H -1.61314 1.97612 -0.23791 0.59 0.03 0.27
```
Positions in Å, forces in eV/Å.

Values from the calculation:
DFT total energy ... -17593.647 eV
Energy relative to the best compared isomer or geometry (same formula, charge and spin) ... 98.75 kcal/mol
Gap between HOMO and LUMO ... 8.4781 eV

---

# C19H32FMgN5O3Si

A structure of composition C19H32FMgN5O3Si at a distorted geometry (ωB97M-V/def2-TZVPD, OMol25).

```
62
Properties=species:S:1:pos:R:3:forces:R:3
Mg -0.74277 0.06468 0.17112 0.64 -0.16 0.71
N 0.13359 0.10153 4.04673 -0.34 -0.17 -0.01
C 0.11011 -0.13996 2.71649 0.31 0.16 0.56
O -0.89079 -0.62058 2.17675 -0.06 -0.12 0.19
C 1.36278 0.24492 1.96678 0.42 -0.37 -0.23
C 1.30821 -0.26159 0.53920 -0.22 0.35 -0.14
H -0.66676 -0.12928 4.60999 -0.03 -0.04 -0.03
H 0.95752 0.45002 4.50003 0.08 -0.01 -0.10
H 2.22670 -0.13248 2.53938 -0.11 0.13 0.24
H 1.42130 1.33891 1.99052 0.00 0.01 0.05
H 1.46791 -1.33838 0.49482 0.17 -0.04 0.00
H 2.03756 0.23467 -0.10099 0.13 -0.03 0.08
C -1.04650 -4.15256 0.29461 0.22 0.17 -0.34
Si 0.52091 -4.24653 -0.75740 0.14 -0.90 1.00
C 0.46924 -5.93596 -1.62729 0.00 0.42 -0.26
C 2.07555 -4.25223 0.33074 -0.26 -0.02 -0.17
N 0.62655 -2.80029 -1.66697 -0.20 0.36 -0.52
C 0.56203 -2.47930 -2.93962 0.07 -0.12 0.25
C 0.42616 -3.40436 -4.02258 0.01 -0.07 -0.14
C 0.36593 -2.99149 -5.32914 -0.04 -0.16 -0.06
C 0.43757 -1.63352 -5.65090 0.02 0.06 0.16
C 0.57595 -0.68987 -4.63701 0.01 0.00 -0.20
C 0.64433 -1.10653 -3.33282 0.01 0.36 -0.05
F 0.80514 -0.17576 -2.39387 0.07 -0.24 -0.08
H -0.99191 -4.84123 1.13944 0.05 -0.02 0.01
H -1.91821 -4.42438 -0.30447 -0.02 0.02 0.00
H -1.20492 -3.14246 0.67655 0.03 -0.02 0.07
H 0.45480 -6.74986 -0.90058 0.00 0.08 0.12
H 1.34322 -6.08351 -2.26715 0.00 -0.03 0.00
H -0.42503 -6.03554 -2.24789 0.01 -0.04 -0.01
H 2.38772 -5.27078 0.57150 -0.06 -0.03 0.00
H 1.90256 -3.72502 1.27025 0.01 0.08 -0.03
H 2.90505 -3.76381 -0.18291 0.00 0.04 0.01
H 0.38659 -4.45686 -3.77888 -0.04 0.00 0.00
H 0.25841 -3.72399 -6.11884 0.02 0.00 0.01
H 0.39637 -1.31351 -6.68275 -0.03 0.01 -0.01
H 0.63788 0.36762 -4.85443 -0.01 0.01 0.03
C 1.27198 5.02338 0.96944 -0.06 -0.02 -0.06
C 1.17739 4.12090 -0.24501 0.08 0.05 0.04
N 0.43667 2.93189 0.12348 -0.25 0.06 0.04
C -0.65784 2.96217 0.95035 -0.31 -0.21 0.45
N -1.39044 1.89245 1.03631 0.39 0.60 0.08
C -2.64585 1.95121 1.76149 0.07 0.14 0.13
C -2.53770 2.84604 2.98744 -0.02 0.01 -0.17
C -2.05376 4.20869 2.52491 -0.05 -0.06 0.10
N -0.84761 4.08224 1.72416 0.08 0.07 -0.18
C -0.13390 5.31959 1.45606 0.08 -0.04 -0.02
H 1.78796 5.95110 0.72312 0.00 0.00 -0.02
H 1.83101 4.51402 1.75725 0.02 0.02 0.01
H 2.16863 3.81488 -0.58081 -0.02 0.00 -0.02
H 0.69638 4.66373 -1.06900 0.00 -0.02 -0.01
H 0.35126 2.20767 -0.57625 0.14 -0.03 -0.03
H -2.92633 0.93428 2.03591 -0.01 0.02 0.03
H -3.42439 2.33749 1.09234 -0.05 -0.08 0.05
H -1.82033 2.42125 3.69336 -0.01 -0.02 0.01
H -3.50199 2.94772 3.48707 0.01 0.00 0.03
H -1.81682 4.84694 3.37950 -0.01 0.02 -0.02
H -2.84358 4.70812 1.94838 0.01 0.02 0.01
H -0.09920 5.88733 2.38814 -0.05 0.02 -0.02
H -0.66910 5.92764 0.71330 0.00 0.03 0.03
O -2.12184 -0.21982 -1.09342 -0.81 -0.16 -0.64
O -1.55134 0.93838 -1.42596 -0.23 -0.07 -0.96
```
Positions in Å, forces in eV/Å.

Values from the calculation:
DFT total energy ... -49854.766 eV
Energy relative to the best compared isomer or geometry (same formula, charge and spin) ... 88.72 kcal/mol
Gap between HOMO and LUMO (spin up / spin down) ... 7.4749 / 5.7768 eV

---

# F2HPS

A cluster of 2 separate species, F2HPS in total at a distorted geometry (ωB97M-V/def2-TZVPD, OMol25).

```
5
Properties=species:S:1:pos:R:3:forces:R:3
F 0.27913 -0.74338 -1.20400 -0.42 0.68 0.55
F 0.30307 -0.96992 1.13027 -0.26 0.96 -0.31
P 0.12518 0.21320 0.07038 1.26 -0.86 -0.58
S 1.65236 1.50304 0.05969 -1.74 -1.00 0.24
H -2.35974 -0.00295 -0.05635 1.16 0.22 0.10
```
Positions in Å, forces in eV/Å.

Values from the calculation:
DFT total energy ... -25573.784 eV
Energy relative to the best compared isomer or geometry (same formula, charge and spin) ... 80.11 kcal/mol
Gap between HOMO and LUMO (spin up / spin down) ... 7.2495 / 8.7654 eV